Version w
{
  "formula": "C32H35N5O8PS3SbW",
  "method": "wB97M-V/def2-TZVPD",
  "orbital_gap_ev": [5.35, 6.39],
  "multiplicity": 2,
  "s2": 0.768,
  "charge": 1,
  "elements": ["W", "C", "C", "C", "C", "C", "C", "N", "C", "C", "C", "C", "C", "C", "N", "N", "C", "C", "C", "C", "C", "N", "H", "H", "H", "H", "H", "H", "H", "H", "H", "H", "H", "H", "H", "O", "C", "C", "C", "C", "C", "C", "C", "O", "N", "O", "O", "H", "H", "H", "H", "S", "Sb", "S", "S", "C", "C", "C", "C", "O", "P", "O", "O", "O", "C", "C", "C", "C", "H", "H", "H", "H", "H", "H", "H", "H", "H", "H", "H", "H", "H", "H", "H", "H", "H", "H"],
  "xyz": [[-0.74644, -0.38649, 1.20425], [1.86020, -4.50336, -1.63150], [0.58184, -3.39018, -3.04577], [-0.41489, -2.55143, -2.21502], [-0.00288, -2.93754, -0.04469], [1.24351, -3.52853, 0.53316], [2.08930, -4.26188, -0.18140], [-0.86274, -2.38758, 1.02489], [-2.16523, -2.96683, 1.08468], [-2.41485, -4.31959, 1.24690], [-3.72686, -4.76864, 1.20797], [-4.77263, -3.86914, 1.00511], [-4.52402, -2.51321, 0.85698], [-3.20704, -2.08200, 0.89653], [-2.79209, -0.74100, 0.89065], [-3.73414, 0.16692, 0.83776], [-3.30464, 1.29104, 1.47343], [-4.09772, 2.44640, 1.49926], [-3.66588, 3.52250, 2.22830], [-2.45689, 3.43747, 2.93684], [-1.72245, 2.28348, 2.85466], [-2.13851, 1.22203, 2.14399], [2.44344, -5.33952, -2.00810], [0.42017, -3.46264, -4.11503], [-1.23007, -2.06203, -2.73991], [1.43359, -3.32666, 1.57733], [2.97858, -4.66692, 0.28827], [-1.59074, -5.00252, 1.40677], [-3.93698, -5.82144, 1.34076], [-5.79206, -4.22979, 0.97486], [-5.31993, -1.79459, 0.72375], [-5.02703, 2.44360, 0.94757], [-4.25766, 4.42807, 2.26461], [-2.09712, 4.25548, 3.54363], [-0.77702, 2.18037, 3.36595], [1.25937, -0.48398, 0.99366], [1.98851, -0.29737, -0.17077], [1.61224, -1.31137, -1.20184], [2.48935, -1.98726, -1.92584], [2.06034, -3.23694, -2.60426], [0.38028, -4.58272, -2.07251], [-0.63357, -3.74153, -1.24097], [0.20027, -1.72376, -1.09759], [-0.59668, -0.65030, -0.70872], [3.01589, -3.61963, -3.71384], [4.08503, -3.05435, -3.77784], [2.69186, -4.57416, -4.38656], [3.04980, -0.32529, 0.06481], [3.54816, -1.75754, -1.90702], [0.03401, -5.55608, -2.40456], [-1.60806, -4.18888, -1.08525], [0.19399, -4.48681, 3.67245], [-0.01256, -2.65061, 4.82992], [-1.68073, -1.09679, 3.63515], [0.16842, -0.18520, 3.50462], [0.47197, 2.34429, -3.20445], [-0.10744, 3.34771, -2.23019], [-1.56194, 3.07893, -1.90777], [0.11455, 4.77591, -2.67620], [0.68662, 3.26768, -0.95278], [0.87268, 2.10599, 0.02940], [1.77308, 1.07122, -0.70294], [-0.45861, 1.49348, 0.47895], [1.54433, 2.65180, 1.29858], [2.79878, 3.43285, 1.53450], [3.52811, 3.71491, 0.23424], [3.61346, 2.54872, 2.45490], [2.33914, 4.70492, 2.20998], [-0.00629, 2.49180, -4.17452], [0.28490, 1.31791, -2.88562], [1.54584, 2.48848, -3.32397], [-2.15044, 3.33100, -2.79186], [-1.90191, 3.70381, -1.08062], [-1.74242, 2.03260, -1.66408], [-0.41660, 4.94636, -3.61311], [1.17444, 4.97327, -2.83921], [-0.26356, 5.47538, -1.93026], [3.80226, 2.79286, -0.28188], [4.44803, 4.25113, 0.46865], [2.93537, 4.33498, -0.43518], [3.90671, 1.62627, 1.95132], [3.04044, 2.29399, 3.34713], [4.51832, 3.07479, 2.76242], [1.74105, 5.31136, 1.52896], [3.20683, 5.28797, 2.52081], [1.74430, 4.47440, 3.09433]],
  "lowdin_charge": [1.65, -0.11, -0.07, -0.05, -0.26, -0.03, 0.00, -0.08, -0.29, -0.05, -0.05, -0.06, 0.00, -0.24, -0.18, 0.11, -0.34, 0.01, -0.04, -0.04, -0.16, -0.12, 0.15, 0.15, 0.16, 0.05, 0.12, 0.09, 0.11, 0.11, 0.11, 0.12, 0.12, 0.11, 0.06, -0.36, -0.30, -0.08, 0.10, -0.19, -0.09, -0.05, -0.36, -0.23, -0.33, 0.10, 0.10, 0.16, 0.14, 0.15, 0.14, -0.06, 0.62, 0.09, 0.11, -0.01, -0.56, -0.02, -0.02, -0.12, 0.43, -0.09, -0.36, -0.12, -0.57, -0.02, -0.01, -0.01, 0.10, 0.08, 0.10, 0.10, 0.10, 0.08, 0.10, 0.09, 0.10, 0.09, 0.10, 0.08, 0.09, 0.09, 0.10, 0.09, 0.10, 0.09]
}

---

Version x
{
  "formula": "C32H35N5O8PS3SbW",
  "method": "wB97M-V/def2-TZVPD",
  "orbital_gap_ev": [5.86, 5.24],
  "multiplicity": 2,
  "s2": 0.788,
  "charge": 1,
  "elements": ["W", "C", "C", "C", "C", "C", "C", "N", "C", "C", "C", "C", "C", "C", "N", "N", "C", "C", "C", "C", "C", "N", "H", "H", "H", "H", "H", "H", "H", "H", "H", "H", "H", "H", "H", "O", "C", "C", "C", "C", "C", "C", "C", "O", "N", "O", "O", "H", "H", "H", "H", "S", "Sb", "S", "S", "C", "C", "C", "C", "O", "P", "O", "O", "O", "C", "C", "C", "C", "H", "H", "H", "H", "H", "H", "H", "H", "H", "H", "H", "H", "H", "H", "H", "H", "H", "H"],
  "xyz": [[-0.77576, -1.09250, -0.21027], [2.13207, 3.72857, -1.64275], [3.01318, 2.73904, -2.05568], [2.71692, 1.40060, -1.87760], [1.49242, 1.00130, -1.30926], [0.65087, 2.02269, -0.83485], [0.96097, 3.35640, -1.00012], [1.12161, -0.34005, -1.06721], [1.84584, -1.41334, -1.51857], [2.65808, -1.50502, -2.67518], [3.31793, -2.66357, -2.97827], [3.21727, -3.78686, -2.14186], [2.35567, -3.77435, -1.07239], [1.63233, -2.61852, -0.77618], [0.64136, -2.54613, 0.17253], [-0.00704, -3.77256, 0.44510], [-0.72597, -3.81730, 1.67878], [-1.26424, -5.00392, 2.14966], [-1.98893, -4.95230, 3.32992], [-2.12086, -3.74413, 3.99321], [-1.52447, -2.62365, 3.44646], [-0.85336, -2.65399, 2.29012], [2.36994, 4.77415, -1.79388], [3.96130, 3.01102, -2.50108], [3.47795, 0.68536, -2.12107], [-0.25727, 1.77869, -0.32035], [0.28175, 4.10845, -0.61615], [2.70991, -0.68363, -3.36730], [3.91286, -2.71508, -3.88143], [3.78482, -4.68142, -2.36395], [2.22241, -4.65385, -0.45790], [-1.11183, -5.92896, 1.61442], [-2.43690, -5.85506, 3.72576], [-2.68581, -3.66313, 4.91156], [-1.58487, -1.65552, 3.92549], [-0.77260, -2.10757, -1.80250], [-1.12352, -1.92425, -3.12726], [-1.12633, -0.47457, -3.52063], [-0.76584, -0.09703, -4.80112], [-0.78843, 1.24044, -5.14432], [-1.20306, 2.21310, -4.25359], [-1.55147, 1.84019, -2.97045], [-1.47394, 0.50918, -2.58903], [-1.70370, 0.15081, -1.29823], [-0.34164, 1.63924, -6.49292], [-0.45534, 2.80902, -6.79626], [0.12016, 0.77025, -7.20799], [-0.45619, -2.49948, -3.76325], [-0.46877, -0.83289, -5.53705], [-1.23679, 3.24692, -4.56788], [-1.86708, 2.57766, -2.24389], [-2.80846, -2.68805, -3.35133], [-2.95579, -3.93608, -1.24780], [-2.95954, -2.05924, 0.26231], [-0.57333, -4.78693, -0.83135], [1.70236, -0.22493, 4.14000], [2.12273, 0.78782, 3.08326], [2.83397, 0.08277, 1.93926], [2.98685, 1.88293, 3.67485], [0.96154, 1.51673, 2.51049], [-0.53324, 1.07765, 2.44538], [-1.17888, 0.56390, 3.64509], [-0.55099, -0.04043, 1.24929], [-1.14426, 2.35095, 1.75917], [-2.54969, 2.82333, 1.85087], [-2.82194, 3.33651, 3.25567], [-3.50407, 1.70507, 1.46607], [-2.60833, 3.95355, 0.83988], [2.59838, -0.67444, 4.56776], [1.09406, -1.01880, 3.69887], [1.12511, 0.24527, 4.93562], [3.70936, -0.44232, 2.32244], [3.15526, 0.80088, 1.18177], [2.16849, -0.64751, 1.48320], [3.93007, 1.46526, 4.02879], [2.47372, 2.35954, 4.51172], [3.19559, 2.64187, 2.91901], [-2.71490, 2.53820, 3.98836], [-3.83807, 3.72962, 3.30518], [-2.12237, 4.13623, 3.50785], [-3.51122, 0.91950, 2.22563], [-3.21821, 1.27980, 0.50607], [-4.51718, 2.09664, 1.37260], [-1.86137, 4.71190, 1.08025], [-3.59569, 4.41447, 0.85841], [-2.41551, 3.57584, -0.16803]],
  "lowdin_charge": [1.68, -0.05, -0.05, -0.01, -0.22, -0.05, -0.05, 0.03, -0.20, -0.01, -0.05, -0.03, -0.04, -0.24, -0.15, -0.45, -0.44, -0.04, -0.04, -0.04, -0.12, 0.04, 0.12, 0.12, 0.10, 0.07, 0.11, 0.11, 0.12, 0.12, 0.11, 0.09, 0.12, 0.11, 0.10, -0.58, -0.67, -0.17, 0.07, -0.12, 0.04, 0.02, -0.28, -0.27, -0.35, 0.10, 0.09, 0.12, 0.14, 0.13, 0.12, 0.49, 0.75, 0.13, 0.60, -0.03, -0.58, -0.02, -0.02, -0.12, 0.38, -0.20, -0.42, -0.15, -0.58, -0.02, -0.02, -0.02, 0.10, 0.07, 0.09, 0.10, 0.09, 0.06, 0.10, 0.10, 0.09, 0.08, 0.10, 0.10, 0.09, 0.06, 0.10, 0.09, 0.10, 0.07]
}

---

Tell me which of them is the least stable. Sure, it is version w.

---

Version w
{
  "formula": "CH15NO5",
  "method": "wB97M-V/def2-TZVPD",
  "orbital_gap_ev": 10.60,
  "smiles": "CN.O.O.O.O.O",
  "elements": ["C", "N", "H", "H", "H", "H", "H", "H", "H", "O", "H", "H", "O", "H", "H", "O", "H", "H", "O", "H", "H", "O"],
  "xyz": [[-1.55442, -0.64042, 2.31251], [-2.04884, -0.46917, 0.89263], [-0.49875, -0.77636, 2.18428], [-2.13553, -1.38333, 2.83297], [-1.59325, 0.35151, 2.73427], [-2.09115, -1.40666, 0.50936], [-3.00222, -0.17260, 1.05268], [-1.79263, 1.67220, -1.50746], [-0.74768, 0.48836, -1.59982], [-0.93056, 1.40073, -1.84349], [2.13543, 3.40453, -2.61080], [1.13529, 2.59742, -1.87180], [1.44782, 2.74799, -2.77307], [-0.01891, 0.72064, 1.16523], [1.03134, 1.87346, 0.97249], [0.89447, 0.92715, 0.94230], [0.38766, -0.98608, -0.46364], [0.75494, -2.09411, -1.42900], [0.03136, -1.49978, -1.19841], [3.28000, -2.29990, -0.75469], [2.79183, -2.00137, 0.63126], [2.52378, -2.45422, -0.17779]],
  "lowdin_charge": [-0.15, -0.06, 0.05, 0.07, 0.07, 0.06, 0.06, 0.04, -0.01, -0.06, 0.03, 0.00, -0.07, -0.02, 0.04, -0.05, 0.00, 0.02, -0.07, 0.05, 0.05, -0.05]
}

---

Version x
{
  "formula": "CH15NO5",
  "method": "wB97M-V/def2-TZVPD",
  "orbital_gap_ev": 10.04,
  "smiles": "CN.O.O.O.O.O",
  "elements": ["C", "N", "H", "H", "H", "H", "H", "H", "H", "O", "H", "H", "O", "H", "H", "O", "H", "H", "O", "H", "H", "O"],
  "xyz": [[2.46723, -1.74143, -1.36971], [1.91303, -1.06429, -0.19799], [2.32013, -1.10470, -2.25562], [2.13260, -2.73012, -1.66410], [3.51838, -1.84642, -1.20403], [1.50745, -0.10715, -0.43595], [1.06806, -1.36358, 0.25597], [1.88710, 3.77607, -1.49054], [1.40024, 2.55904, -2.22097], [1.64030, 2.88083, -1.35178], [-3.00135, 3.42930, 0.21699], [-2.79878, 2.40353, -0.89892], [-3.16701, 3.28349, -0.72080], [-0.66130, -1.48497, 1.45867], [-2.05976, -1.85949, 1.50567], [-1.39964, -1.42779, 0.84305], [1.32029, -1.38375, 2.19416], [0.77825, -2.78536, 2.16304], [0.58925, -1.91452, 2.49055], [-3.89959, 0.74860, 0.69248], [-2.37365, 0.71880, 0.73377], [-3.18123, 1.01392, 1.25607]],
  "lowdin_charge": [-0.18, -0.07, 0.07, 0.07, 0.05, 0.09, 0.00, 0.01, 0.03, -0.04, 0.03, 0.02, -0.07, -0.06, 0.10, -0.12, 0.04, 0.06, -0.02, 0.02, 0.05, -0.08]
}

---

Version y
{
  "formula": "CH15NO5",
  "method": "wB97M-V/def2-TZVPD",
  "orbital_gap_ev": 9.70,
  "smiles": "CN.O.O.O.O.O",
  "elements": ["C", "N", "H", "H", "H", "H", "H", "H", "H", "O", "H", "H", "O", "H", "H", "O", "H", "H", "O", "H", "H", "O"],
  "xyz": [[-0.24155, 2.63625, -0.37587], [0.29651, 1.34664, -0.77670], [-0.31614, 3.36501, -1.19171], [-1.21749, 2.42177, 0.05475], [0.40860, 3.16689, 0.32272], [1.25414, 1.37046, -1.10549], [-0.27550, 0.81021, -1.41864], [-1.73540, -0.63761, 0.35898], [-1.98508, -0.17707, 1.68334], [-2.41675, -0.70423, 1.01580], [-1.65417, -1.25842, -1.83623], [-2.12683, -0.36568, -3.00477], [-1.98127, -0.37718, -2.06230], [1.14707, -0.23443, 0.50495], [1.84990, -1.18807, 1.42957], [0.96095, -0.84163, 1.24548], [3.76317, 0.73516, 1.96019], [4.98610, -0.12435, 1.95877], [4.02509, -0.17243, 2.04492], [-1.33668, -2.77164, 0.30096], [-2.07766, -3.78403, -0.53553], [-1.32698, -3.21563, -0.57322]],
  "lowdin_charge": [-0.18, -0.07, 0.06, 0.07, 0.07, 0.07, 0.03, -0.03, 0.03, -0.04, 0.02, 0.04, -0.05, 0.00, 0.02, -0.08, 0.03, 0.04, -0.05, 0.04, 0.03, -0.05]
}

---

Version z
{
  "formula": "CH15NO5",
  "method": "wB97M-V/def2-TZVPD",
  "orbital_gap_ev": 11.02,
  "elements": ["H", "O", "N", "H", "H", "H", "C", "H", "H", "H", "O", "H", "H", "O", "H", "H", "O", "H", "H", "O", "H", "H"],
  "xyz": [[-0.08648, -0.59162, 0.86064], [0.24156, -1.52759, 0.06226], [-0.64565, 0.48911, 1.23242], [0.82613, -2.07998, 0.60659], [-0.58025, 1.08945, 0.41146], [-0.10984, 0.92482, 1.97669], [-2.02932, 0.26214, 1.65612], [-2.01743, -0.33418, 2.56574], [-2.79223, 1.02297, 1.93452], [-2.60711, -0.34048, 0.96449], [2.50505, -0.10998, -0.31872], [2.83434, -0.02562, -1.21513], [1.67099, -0.62944, -0.26798], [0.41657, 0.53244, -1.89469], [0.17939, 0.64559, -2.81888], [0.13304, -0.34167, -1.59656], [-2.24437, -1.72227, -0.95572], [-1.78672, -2.53133, -0.72197], [-1.58069, -1.13862, -0.56078], [1.38366, 2.24384, 0.48702], [2.16482, 2.78546, 0.30160], [1.46648, 1.38384, 0.03672]],
  "lowdin_charge": [0.06, -0.28, 0.02, 0.04, 0.10, 0.12, -0.10, 0.09, 0.10, 0.06, -0.09, 0.05, -0.02, -0.05, 0.06, 0.01, -0.08, 0.03, -0.03, -0.09, 0.05, -0.03]
}

---

Tell me which of them is the least stable. Sure, it is version x.

---

Version w
{
  "formula": "C3H3NO4",
  "method": "wB97M-V/def2-TZVPD",
  "orbital_gap_ev": 7.87,
  "elements": ["C", "C", "C", "H", "H", "H", "N", "O", "O", "O", "O"],
  "xyz": [[0.58582, -0.11293, -0.11315], [-0.97537, 1.26287, -0.08768], [-1.47783, 0.06408, -0.17459], [2.75490, 0.83048, 1.29023], [-1.32235, 2.22655, -0.12296], [-3.12628, -0.02614, 1.15947], [1.62222, -0.81756, 0.07372], [2.93116, -0.17896, 0.00432], [0.42449, 1.14981, -0.02446], [-2.59244, -0.70822, 0.17655], [-0.57040, -0.83664, -0.23020]],
  "lowdin_charge": [-0.48, 0.02, -0.43, 0.30, 0.11, 0.32, 0.01, -0.17, 0.13, 0.01, 0.18]
}

---

Version x
{
  "formula": "C3H3NO4",
  "method": "wB97M-V/def2-TZVPD",
  "orbital_gap_ev": 8.88,
  "elements": ["C", "C", "C", "H", "H", "H", "N", "O", "O", "O", "O"],
  "xyz": [[-1.30697, 1.10535, 0.73432], [0.43938, -0.22627, -0.28493], [-0.26683, -1.61191, -0.34837], [1.51784, 1.43464, -0.61068], [-1.35135, 2.20649, 1.25497], [-1.68995, -1.51809, 0.13464], [0.07248, 0.93763, 0.52519], [0.94532, 2.00257, 0.12042], [-2.23730, 0.23959, 0.68878], [1.54928, -0.21312, -0.70777], [0.72052, -2.56521, -0.73412]],
  "lowdin_charge": [-0.20, -0.36, 0.03, 0.16, 0.19, 0.25, -0.05, -0.03, -0.04, 0.12, -0.06]
}

---

Tell me which of them is the least stable. Sure, it is version w.